This record from the OMol25 dataset describes a structure of composition C16H15F6N3O5Pd. The level of theory is ωB97M-V with the def2-TZVPD basis set.

Structure (XYZ):
```
46
Properties=species:S:1:pos:R:3
Pd -0.538 -0.410 -0.757
C -4.711 0.239 -0.191
C -3.211 0.360 -0.010
O -2.531 -0.414 -0.776
C -2.740 1.262 0.920
C -1.383 1.553 1.240
C -1.102 2.595 2.282
N -0.400 0.942 0.643
N 0.906 1.260 1.011
C 1.750 0.571 0.309
O 1.454 -0.297 -0.609
C 3.203 0.778 0.581
C 4.138 -0.024 -0.065
C 5.494 0.147 0.176
C 5.929 1.123 1.061
C 4.997 1.930 1.705
C 3.642 1.759 1.468
H -4.922 -0.535 -0.926
H -5.131 1.185 -0.537
H -5.198 -0.015 0.752
H -3.482 1.843 1.449
H -2.020 2.895 2.781
H -0.696 3.501 1.830
H -0.376 2.224 3.003
H 3.777 -0.776 -0.754
H 6.214 -0.484 -0.332
H 6.988 1.259 1.247
H 5.328 2.698 2.393
H 2.903 2.379 1.956
O -2.775 7.655 3.023
N -2.349 6.483 3.120
O -1.960 5.942 2.066
C -1.457 -3.476 -0.842
C -0.739 -3.074 -2.139
O -0.499 -1.754 -2.294
C 0.613 -3.840 -2.185
F 0.485 -5.190 -2.057
F 1.298 -3.639 -3.322
F 1.401 -3.445 -1.176
C -1.626 -3.529 -3.327
F -2.830 -2.939 -3.265
F -1.106 -3.226 -4.525
F -1.865 -4.869 -3.348
H -0.819 -3.208 0.000
H -1.680 -4.543 -0.806
H -2.372 -2.893 -0.770
```

Summary:
multiplicity: 1
energy above the lowest of the compared OMol25 structures with the same formula, charge and spin: 0.0 kcal/mol
E: -51328.8205 eV
Kohn-Sham gap: 5.913 eV
LUMO level: 4.498 eV
M: 549.7 g mol⁻¹
net charge: -2